1.
ORCA calculation (wB97M-V/def2-TZVPD) on a molecular structure, C5H11NO.

Last column: natural (NBO) charge in e.
Cartesian coordinates (Å):
1 O -1.86 -1.53 -0.84  -0.540
2 N -0.05 -0.04 -0.67  -0.546
3 C 2.17 -0.66 0.37  -0.648
4 C -2.18 0.41 0.54  -0.714
5 C -1.34 -0.61 -0.22  0.683
6 C 0.81 -1.03 -0.15  -0.095
7 C 0.31 1.36 -0.63  -0.409
8 H 0.59 1.71 0.36  0.165
9 H -0.19 -1.45 0.67  0.115
10 H -2.49 1.21 -0.13  0.242
11 H 2.67 -1.55 0.75  0.231
12 H 2.79 -0.26 -0.43  0.221
13 H 1.15 1.54 -1.31  0.208
14 H -3.08 -0.09 0.88  0.239
15 H -1.65 0.84 1.39  0.221
16 H 2.11 0.10 1.16  0.214
17 H 0.81 -1.91 -0.79  0.202
18 H -0.55 1.95 -0.94  0.211

Results
**F_max**: 5.05 eV Å⁻¹
**LUMO energy**: 0.7569 eV
**ΔE to the lowest compared entry with this formula, charge and spin**: 3.3106 eV
**Kohn-Sham gap**: 9.04 eV

***

2.
ORCA calculation (wB97M-V/def2-TZVPD) on 2 unconnected molecules or ions with the total composition C5H11NO.

Last column: natural (NBO) charge in e.
Cartesian coordinates (Å):
1 O 2.07 -0.81 -0.69  -0.594
2 N 0.72 -0.91 1.17  -0.633
3 C 1.63 -1.39 0.28  0.536
4 C -1.24 -0.32 -2.29  -0.855
5 C 0.06 0.35 1.11  0.192
6 C 0.88 1.52 0.66  -0.661
7 C -1.21 0.44 1.52  -0.455
8 H 1.94 -2.42 0.54  0.111
9 H 1.24 1.38 -0.36  0.256
10 H -2.20 -0.86 -2.29  0.207
11 H 0.35 -1.58 1.83  0.400
12 H -1.78 -0.43 1.83  0.197
13 H -1.19 0.32 -3.17  0.212
14 H 1.76 1.64 1.31  0.223
15 H -0.41 -1.04 -2.32  0.219
16 H 0.28 2.44 0.71  0.219
17 H -1.71 1.40 1.54  0.210
18 H -1.16 0.28 -1.38  0.215

Results
**F_max**: 0.46 eV Å⁻¹
**LUMO energy**: 0.8260 eV
**ΔE to the lowest compared entry with this formula, charge and spin**: 1.0304 eV
**Kohn-Sham gap**: 9.91 eV
**Structure (SMILES)**: C=C(C)NC=O.C

***

3.
ORCA calculation (wB97M-V/def2-TZVPD) on a molecular structure, C5H11NO.

Last column: natural (NBO) charge in e.
Cartesian coordinates (Å):
1 O 1.18 -1.44 -0.58  -0.813
2 N -1.20 -1.32 1.15  -0.776
3 C -1.19 -1.01 -0.16  0.190
4 C 1.29 0.07 -0.11  0.104
5 C -1.24 1.51 0.04  -0.621
6 C -0.68 0.25 -0.60  -0.361
7 C 2.32 0.82 -0.60  -0.589
8 H 3.14 1.10 0.05  0.210
9 H -0.57 2.33 -0.21  0.228
10 H -1.35 -1.83 -0.84  0.209
11 H -1.32 1.46 1.13  0.184
12 H 1.35 -2.02 0.19  0.461
13 H -1.48 -2.24 1.45  0.401
14 H -2.22 1.76 -0.36  0.209
15 H 1.26 0.04 0.98  0.156
16 H 2.60 0.77 -1.64  0.191
17 H -1.16 -0.56 1.82  0.398
18 H -0.73 0.30 -1.69  0.219

Results
**F_max**: 2.86 eV Å⁻¹
**LUMO energy (spin up / spin down)**: 0.2845 / 0.2722 eV
**ΔE to the lowest compared entry with this formula, charge and spin**: 5.3147 eV
**Kohn-Sham gap (spin up / spin down)**: 7.00 / 6.97 eV

***

4.
ORCA calculation (wB97M-V/def2-TZVPD) on 2 unconnected molecules or ions with the total composition C5H11NO.

Last column: natural (NBO) charge in e.
Cartesian coordinates (Å):
1 O -0.52 -2.88 -1.06  -0.930
2 N 1.53 -0.80 1.42  -0.858
3 C -0.13 0.56 0.28  -0.127
4 C -0.45 1.66 -0.66  -0.187
5 C -1.27 -0.03 1.06  -0.653
6 C 1.14 0.19 0.50  0.019
7 C 0.16 1.88 -1.81  -0.400
8 H 2.08 -0.48 2.19  0.379
9 H 0.91 -1.56 1.65  0.382
10 H -1.38 0.34 2.07  0.230
11 H -2.15 0.03 0.41  0.223
12 H -1.22 -1.12 1.14  0.212
13 H 0.27 -2.73 -1.60  0.466
14 H -0.67 -1.95 -0.82  0.465
15 H -0.14 2.62 -2.53  0.202
16 H 2.01 0.62 0.02  0.189
17 H 1.17 1.47 -1.91  0.188
18 H -1.34 2.19 -0.35  0.199

Results
**F_max**: 1.60 eV Å⁻¹
**LUMO energy**: 0.8605 eV
**ΔE to the lowest compared entry with this formula, charge and spin**: 2.2510 eV
**Kohn-Sham gap**: 8.94 eV
**Structure (SMILES)**: C=C/C(C)=C/N.O

***

5.
ORCA calculation (wB97M-V/def2-TZVPD) on C5H11NO in the gas phase.

Last column: natural (NBO) charge in e.
Cartesian coordinates (Å):
1 O -0.26 2.12 1.53  -0.721
2 N 0.02 -0.37 0.48  -0.434
3 C -1.38 -0.54 0.85  -0.259
4 C 1.91 -0.90 -0.97  -0.612
5 C -0.96 0.51 -0.12  -0.108
6 C -0.86 1.97 0.27  -0.063
7 C 0.63 -1.41 -0.35  -0.211
8 H 0.37 1.38 1.59  0.485
9 H -0.32 2.52 -0.51  0.157
10 H 2.38 -1.67 -1.59  0.213
11 H -0.07 -1.75 -1.13  0.164
12 H -1.90 -1.40 0.43  0.191
13 H -1.63 -0.29 1.87  0.212
14 H -1.24 0.33 -1.16  0.196
15 H 2.62 -0.60 -0.20  0.214
16 H -1.88 2.39 0.31  0.177
17 H 0.83 -2.27 0.30  0.196
18 H 1.72 -0.03 -1.61  0.205

Results
**F_max**: 0.39 eV Å⁻¹
**LUMO energy**: 1.1141 eV
**ΔE to the lowest compared entry with this formula, charge and spin**: 1.9456 eV
**Kohn-Sham gap**: 10.58 eV
**Structure (SMILES)**: CCN1C[C@H]1CO

***

6.
ORCA calculation (wB97M-V/def2-TZVPD) on a gas-phase ion, C5H11NO (charge +1).

Last column: natural (NBO) charge in e.
Cartesian coordinates (Å):
1 O 2.62 -1.57 1.29  -0.395
2 N -0.53 -0.40 0.18  0.015
3 C -1.26 0.19 1.28  -0.461
4 C 1.80 -0.89 0.76  0.427
5 C 0.39 -1.48 0.42  -0.358
6 C 0.29 1.45 -1.36  -0.595
7 C -0.68 0.27 -1.10  -0.264
8 H 0.03 -2.02 1.28  0.269
9 H -0.06 1.98 -2.23  0.262
10 H -1.26 1.28 1.18  0.254
11 H -1.63 0.72 -1.02  0.230
12 H 2.03 0.11 0.35  0.143
13 H -0.91 -0.18 2.23  0.248
14 H 0.53 -2.01 -0.51  0.269
15 H -0.71 -0.43 -1.94  0.248
16 H 0.34 2.06 -0.46  0.219
17 H -2.30 -0.15 1.17  0.270
18 H 1.30 1.07 -1.50  0.220

Results
**F_max**: 1.68 eV Å⁻¹
**2S+1**: 2
**LUMO energy (spin up / spin down)**: -3.5908 / -7.3153 eV
**ΔE to the lowest compared entry with this formula, charge and spin**: 1.4335 eV
**Kohn-Sham gap (spin up / spin down)**: 11.03 / 7.50 eV
**Net charge**: +1

***

7.
ORCA calculation (wB97M-V/def2-TZVPD) on 2 unconnected molecules or ions with the total composition C5H11NO.

Last column: natural (NBO) charge in e.
Cartesian coordinates (Å):
1 O -0.11 -0.04 -2.18  -0.305
2 N -0.94 -1.49 -0.03  0.071
3 C 0.74 0.12 0.97  -0.241
4 C -0.72 -0.27 -1.23  0.438
5 C -0.45 0.79 1.68  -0.625
6 C 1.59 1.13 0.20  -0.621
7 C 0.24 -0.97 -0.01  0.032
8 H -2.36 -2.45 -2.29  0.011
9 H 1.38 -0.38 1.71  0.290
10 H 2.44 0.65 -0.30  0.236
11 H 1.03 -1.60 -0.43  0.309
12 H 2.03 1.88 0.85  0.263
13 H -0.94 1.48 1.00  0.216
14 H -0.13 1.34 2.55  0.260
15 H 1.00 1.64 -0.55  0.218
16 H -1.96 -2.15 -2.84  -0.007
17 H -1.19 0.04 1.98  0.229
18 H -1.65 0.29 -1.09  0.227

Results
**F_max**: 5.19 eV Å⁻¹
**2S+1**: 2
**LUMO energy (spin up / spin down)**: -7.2011 / -7.6727 eV
**ΔE to the lowest compared entry with this formula, charge and spin**: 5.8425 eV
**Kohn-Sham gap (spin up / spin down)**: 9.27 / 9.09 eV
**Net charge**: +1

***

8.
ORCA calculation (wB97M-V/def2-TZVPD) on 2 unconnected molecules or ions with the total composition C5H11NO.

Last column: natural (NBO) charge in e.
Cartesian coordinates (Å):
1 O 0.14 1.05 3.66  -0.929
2 N 1.61 -0.86 -0.15  -0.420
3 C -2.46 1.09 -1.85  -0.161
4 C 0.70 0.12 -0.22  0.134
5 C -1.56 0.97 -0.84  -0.234
6 C -0.55 -0.03 -0.80  -0.146
7 C 1.53 -2.11 -0.87  -0.452
8 H -0.17 0.15 3.69  0.475
9 H 0.76 1.19 2.95  0.457
10 H -0.76 -0.85 -1.48  0.224
11 H 1.39 -2.97 -0.23  0.246
12 H -1.44 1.76 -0.11  0.238
13 H 2.27 -2.20 -1.66  0.253
14 H 0.64 -2.11 -1.50  0.215
15 H -3.20 1.85 -1.70  0.221
16 H 2.05 -0.93 0.76  0.431
17 H -2.45 0.63 -2.82  0.221
18 H 0.96 1.04 0.25  0.228

Results
**F_max**: 2.26 eV Å⁻¹
**2S+1**: 2
**LUMO energy (spin up / spin down)**: -4.3925 / -7.0206 eV
**ΔE to the lowest compared entry with this formula, charge and spin**: 1.7630 eV
**Kohn-Sham gap (spin up / spin down)**: 9.33 / 7.66 eV
**Net charge**: +1

***

9.
ORCA calculation (wB97M-V/def2-TZVPD) on 3 unconnected molecules or ions with the total composition C5H11NO2.

Last column: natural (NBO) charge in e.
Cartesian coordinates (Å):
1 O 1.01 -0.79 -1.35  -0.807
2 O -0.28 -2.92 -0.61  -1.317
3 N -1.56 1.70 -0.70  -0.594
4 C 0.88 1.89 -0.53  -0.308
5 C -0.32 1.29 -0.91  0.123
6 C -0.19 -0.10 -1.53  -0.130
7 C -0.22 0.63 2.40  -0.501
8 C 0.53 -0.49 2.14  -0.359
9 H 0.73 -1.71 -1.04  0.536
10 H -1.14 -0.60 -1.24  0.196
11 H -0.84 0.64 3.28  0.201
12 H -2.23 0.94 -0.68  0.331
13 H 0.88 2.84 0.00  0.185
14 H -0.35 -0.14 -2.62  0.165
15 H -0.19 -3.78 -1.01  0.413
16 H -0.10 1.27 1.51  0.229
17 H 1.74 1.38 -0.92  0.219
18 H 1.33 -1.01 2.66  0.176
19 H 0.32 -1.05 1.18  0.245

Results
**F_max**: 2.55 eV Å⁻¹
**2S+1**: 2
**LUMO energy (spin up / spin down)**: 3.9314 / 2.2261 eV
**ΔE to the lowest compared entry with this formula, charge and spin**: 4.4535 eV
**Kohn-Sham gap (spin up / spin down)**: 7.52 / 5.81 eV
**Net charge**: -1

***

10.
ORCA calculation (wB97M-V/def2-TZVPD) on C5H11NO2 in the gas phase.

Last column: natural (NBO) charge in e.
Cartesian coordinates (Å):
1 O 0.36 -0.44 -2.08  -0.721
2 O -1.53 0.70 -1.49  -0.730
3 N -1.57 -0.84 0.78  -0.910
4 C -0.59 0.04 1.46  -0.247
5 C 1.68 -0.82 0.60  -0.637
6 C -0.24 0.35 -1.12  0.545
7 C 0.57 0.20 0.54  -0.035
8 C 0.59 1.36 -0.42  -0.480
9 H -1.56 1.62 -1.81  0.479
10 H -2.41 -0.36 0.44  0.406
11 H 2.60 -0.44 0.13  0.219
12 H -1.18 -1.75 0.55  0.379
13 H -1.09 1.00 1.66  0.195
14 H -0.24 -1.15 -2.35  0.483
15 H 1.43 -1.76 0.09  0.215
16 H 1.89 -1.09 1.64  0.217
17 H 0.03 2.25 -0.13  0.213
18 H -0.29 -0.41 2.41  0.190
19 H 1.55 1.54 -0.90  0.219

Results
**F_max**: 2.94 eV Å⁻¹
**LUMO energy**: 0.7173 eV
**ΔE to the lowest compared entry with this formula, charge and spin**: 3.8876 eV
**Kohn-Sham gap**: 7.81 eV
**Structure (SMILES)**: C[C@@]1(CN)CC1(O)O

***

11.
ORCA calculation (wB97M-V/def2-TZVPD) on C5H11NO2 in the gas phase.

Last column: natural (NBO) charge in e.
Cartesian coordinates (Å):
1 O 1.34 2.83 -1.38  -0.516
2 O -0.88 -1.34 2.86  -0.728
3 N 0.31 -0.46 -1.36  -0.630
4 C -0.68 0.09 0.89  -0.445
5 C 0.66 1.90 -1.69  0.439
6 C 0.44 -0.60 0.11  -0.234
7 C -1.56 -0.89 1.68  -0.053
8 C 1.26 0.49 -1.94  -0.335
9 H 1.43 -0.28 0.43  0.182
10 H 0.43 -1.67 0.32  0.199
11 H -1.64 -1.80 1.09  0.176
12 H -2.51 -0.44 1.97  0.169
13 H 0.43 -1.38 -1.74  0.367
14 H -1.29 0.63 0.18  0.223
15 H -0.44 1.87 -1.80  0.110
16 H -0.40 -0.62 3.26  0.460
17 H 1.14 0.41 -3.02  0.224
18 H -0.26 0.78 1.63  0.195
19 H 2.24 0.48 -1.48  0.196

Results
**F_max**: 2.25 eV Å⁻¹
**LUMO energy**: 0.9223 eV
**ΔE to the lowest compared entry with this formula, charge and spin**: 2.1328 eV
**Kohn-Sham gap**: 10.39 eV
**Structure (SMILES)**: O=CCNCCCO

***

12.
ORCA calculation (wB97M-V/def2-TZVPD) on C5H11NO2 in the gas phase.

Last column: natural (NBO) charge in e.
Cartesian coordinates (Å):
1 O 0.20 -1.73 -1.48  -0.538
2 O -1.19 -2.66 1.26  -0.730
3 N -0.31 0.53 -0.04  -0.614
4 C 0.15 -0.69 0.67  -0.208
5 C 0.56 -1.74 -0.33  0.433
6 C 0.34 2.53 -1.22  -0.612
7 C 0.86 1.37 -0.39  -0.223
8 C -1.11 -1.27 1.44  -0.048
9 H -0.01 2.17 -2.18  0.204
10 H -1.44 -2.95 0.38  0.477
11 H 0.88 -0.34 1.43  0.219
12 H -0.44 3.09 -0.73  0.216
13 H -2.02 -0.73 1.17  0.184
14 H -1.08 -1.08 2.52  0.188
15 H 1.17 -2.57 0.07  0.129
16 H 1.16 3.26 -1.39  0.208
17 H -0.71 0.19 -0.92  0.366
18 H 1.73 0.87 -0.83  0.169
19 H 1.25 1.75 0.57  0.179

Results
**F_max**: 2.90 eV Å⁻¹
**LUMO energy**: 0.8728 eV
**ΔE to the lowest compared entry with this formula, charge and spin**: 2.0432 eV
**Kohn-Sham gap**: 10.16 eV
**Structure (SMILES)**: CCN[C@H](C=O)CO